1.
DFT (ωB97M-V/def2-TZVPD) results for a molecular structure, C26H49MnN4OP3.

XYZ file:
```
84
Properties=species:S:1:pos:R:3:forces:R:3:mulliken_charge:R:1
Mn -0.729898 0.845012 0.064466 0.3 0.5 0.0 0.4728
P -1.313629 0.401485 2.407151 -0.4 -0.2 0.3 0.4508
P -1.347968 -1.324511 -0.682074 0.0 -0.7 -0.4 0.9501
P 1.596736 0.197089 -0.592933 0.2 -0.4 -0.1 0.9157
O -0.863202 2.723876 -0.038583 0.0 0.4 0.0 -0.4713
N -1.895300 4.534761 -0.903500 0.0 0.1 0.0 -0.2604
N 0.070011 -3.569262 -0.537776 0.2 -0.1 -0.1 -0.3553
N 2.566314 -2.312763 -0.299685 -0.1 -0.2 -0.1 -0.0199
N -0.115333 4.787353 0.526111 0.1 0.3 0.1 -0.1105
C 0.258715 2.688466 3.122413 -0.1 -0.1 0.1 -0.3808
C -3.405464 -0.893530 -2.486413 0.0 0.0 0.0 -1.9016
C 1.194126 -4.306580 -0.395700 -0.2 0.0 0.0 0.4037
C -0.156338 6.255678 0.507237 0.0 -0.1 -0.1 -1.1380
C 2.628892 0.592116 0.856213 -0.1 0.0 0.0 -1.3228
C 0.210625 -2.269759 -0.605136 0.0 0.3 0.1 0.6169
C 1.467705 -1.625600 -0.495586 -0.1 0.0 0.0 -0.7907
C 3.623081 -4.443399 -0.056735 0.0 0.0 0.0 -0.5868
C -0.213586 1.299294 3.559694 0.1 0.2 -0.3 -0.8436
C 4.088088 0.371350 -1.802515 0.0 0.0 -0.1 -1.6315
C -1.244919 -1.344578 2.943166 0.1 0.1 0.1 -0.1242
C -1.871793 -0.898765 -2.434230 0.0 0.2 0.2 2.3869
C 2.605865 0.611237 -2.115277 -0.1 0.2 0.1 1.4577
C -2.591520 -2.489331 -0.069315 0.0 0.2 0.1 -1.6445
C 2.245324 -6.440410 -0.169438 0.1 -0.1 0.0 -0.6069
C -3.362078 2.382295 2.470121 0.0 -0.1 0.1 -0.9333
C -1.374083 0.514662 -2.768353 0.0 -0.1 0.0 -2.3941
C 3.506998 -5.800240 -0.018183 0.0 -0.1 0.0 -0.5929
C 2.463663 -3.663912 -0.256607 0.1 0.2 0.0 0.2868
C 2.357077 2.095590 -2.417967 0.0 0.0 0.0 -1.6063
C 1.105822 -5.717450 -0.349752 0.0 0.1 0.0 -0.5977
C 2.175206 -0.262824 -3.296303 0.1 0.0 -0.1 -1.5933
C -0.947927 4.009578 -0.133988 -0.1 -0.4 -0.1 0.1487
C -1.277859 -1.946022 -3.372729 0.0 0.0 -0.1 -1.6201
C -1.154766 -1.525809 4.463783 0.0 -0.1 0.0 -1.4781
C -3.027411 0.916464 2.756733 0.0 0.1 0.0 -0.8035
H -1.684867 -1.778395 -4.373911 0.0 0.0 0.0 0.5322
H 1.307758 2.296808 -2.651762 0.0 0.0 0.0 0.2447
H -1.948175 -0.996032 4.992820 0.0 0.0 0.0 0.3450
H -0.405492 -1.836877 2.444545 0.0 0.0 0.0 0.2783
H 0.642027 0.645850 3.739546 0.0 0.0 0.0 0.5129
H -0.194710 -1.203819 4.864226 0.0 0.0 0.0 0.3534
H 4.286503 -0.653625 -1.488749 0.0 0.0 0.0 0.3475
H 2.941253 1.635763 0.835987 0.0 0.0 0.0 0.3373
H -3.671994 0.250065 2.179070 0.0 0.0 0.0 0.4041
H 2.950595 2.390281 -3.286124 0.0 0.0 0.0 0.4752
H -2.188299 -3.084233 0.741882 0.1 0.0 0.1 0.5695
H -4.430679 2.544423 2.598977 0.0 0.0 0.0 0.4460
H -2.848521 3.055167 3.156811 0.0 0.0 0.0 0.3139
H 0.774989 2.637640 2.160966 0.0 -0.1 0.0 -0.5720
H 0.630106 6.625452 1.156003 0.0 0.0 0.0 0.3742
H 3.501063 -0.059952 0.835693 0.0 0.0 0.0 0.5675
H 2.909844 -0.135787 -4.093602 0.0 0.0 0.0 0.6125
H -0.781544 1.350533 4.491640 0.1 0.0 0.1 0.5738
H -3.832526 -1.891952 -2.413319 0.0 0.0 0.0 0.3936
H -1.265076 -2.585104 4.694229 0.0 0.0 0.0 0.4435
H 4.390473 -6.407953 0.128828 0.0 0.0 0.0 0.4462
H -0.288252 0.604983 -2.735716 -0.1 0.0 0.0 0.3294
H -2.523905 3.937639 -1.411769 0.0 0.0 0.0 0.2184
H -1.111343 6.622702 0.880996 0.0 0.0 0.0 0.3705
H -1.980553 5.529839 -1.035754 0.0 0.0 0.0 0.2021
H 4.647817 0.551714 -2.722810 0.0 0.0 0.0 0.5168
H 4.475118 1.060367 -1.051896 0.0 0.0 0.0 0.3605
H 0.962442 3.085798 3.851933 0.0 0.0 0.0 0.4540
H -3.705452 -0.485359 -3.453343 0.0 0.0 0.0 0.5267
H -2.801506 -3.155986 -0.906331 0.0 -0.1 0.0 0.5604
H 2.074819 0.406178 1.777354 0.0 0.0 0.0 0.3412
H 2.662510 2.738118 -1.586991 0.0 0.0 0.0 0.3915
H 2.195712 -7.521198 -0.136288 0.0 0.0 0.0 0.4499
H -0.190287 -1.880644 -3.432754 -0.1 0.0 0.0 0.2415
H 0.139208 -6.189830 -0.462417 0.0 0.0 0.0 0.5162
H 0.027821 6.637288 -0.496898 0.0 0.0 0.0 0.3784
H -3.189199 0.679555 3.811824 -0.1 0.0 0.0 0.5685
H 0.571441 4.327745 1.101122 0.0 0.0 -0.1 0.2737
H -1.822284 1.264885 -2.101071 -0.1 0.0 0.0 0.4020
H -3.511206 -1.988506 0.230361 0.0 0.0 0.0 0.3900
H 1.209994 0.029563 -3.711146 0.1 -0.1 0.0 0.3522
H -0.570431 3.392042 3.042078 0.0 0.0 0.0 0.3580
H 4.578576 -3.948824 0.054531 0.0 0.0 0.0 0.5138
H -2.161518 -1.797376 2.571380 -0.1 -0.1 -0.1 0.2799
H -1.545098 -2.962757 -3.076909 0.0 0.0 0.0 0.3355
H -3.856503 -0.262605 -1.714444 0.0 0.0 0.0 0.3674
H -3.106348 2.667331 1.448736 0.0 0.0 0.0 0.0453
H 2.155856 -1.326181 -3.050374 0.0 0.0 0.0 0.3144
H -1.691327 0.793715 -3.775440 0.0 0.0 0.0 0.6609
```
Forces are in eV/Å.

Computed properties:
- total charge = +3
- E_tot (Ha) = -3488.60353
- 2S+1 = 5
- relative energy (zero: lowest compared OMol25 entry of this formula, charge and spin) (kcal/mol) = 4.83
- F_max (eV/A) = 0.80

2.
DFT (ωB97M-V/def2-TZVPD) results for a molecular structure, C17H17ClZr.

XYZ file:
```
36
Properties=species:S:1:pos:R:3:forces:R:3:mulliken_charge:R:1
Zr 1.023306 -0.305522 0.048244 -1.9 4.0 -0.3 1.1851
Cl 1.723906 0.923178 1.770944 2.0 1.1 1.0 -0.3458
C 1.130306 2.606678 -4.679656 -0.1 0.1 0.6 -0.5230
C -2.018594 0.419678 5.340544 -0.1 0.1 -0.2 -0.3415
C 0.223406 0.757278 -5.657456 -0.3 0.2 0.2 -0.5058
C -0.082994 1.975178 -5.018056 -0.4 -0.4 0.0 -0.5822
C -0.780894 -0.086822 4.961644 -0.5 0.2 -0.4 -1.0086
C -2.506194 0.938578 3.022544 0.4 -0.3 0.6 -0.4430
C -0.403594 -0.084222 3.618344 -1.0 0.3 0.0 -0.1452
C 0.639306 -2.341322 -0.988256 -0.2 -0.9 -0.2 -0.5257
C -1.260694 0.429278 2.605044 0.2 -0.2 0.2 1.0458
C 2.186706 1.779178 -5.110056 0.4 -0.7 -0.1 -0.5644
C 1.626206 0.636078 -5.714156 0.4 0.2 0.2 -0.5271
C 1.964506 -2.349822 -0.492856 0.1 -0.8 -0.1 -0.5694
C -0.241294 -2.262122 0.113344 -0.2 -0.9 -0.1 -0.7341
C 0.539406 -2.255622 1.290144 -0.1 -0.5 0.2 -0.4220
C 1.894106 -2.313322 0.918544 0.2 -0.5 0.1 -0.3436
C -0.960194 0.498978 1.083944 -0.2 -0.9 -0.3 -1.6426
C -2.881994 0.932978 4.372444 0.5 -0.2 -0.3 -0.5888
H 2.864406 -2.384722 -1.083956 0.1 0.0 -0.1 0.4760
H -1.078394 2.359078 -4.821256 0.1 0.0 -0.1 0.3907
H 1.233306 3.561878 -4.175656 0.0 0.0 -0.1 0.4089
H -3.843194 1.327578 4.672444 0.0 0.0 -0.1 0.3805
H -1.315794 -2.203022 0.063944 0.0 0.0 0.0 0.5373
H -2.305494 0.416278 6.385844 0.0 0.0 -0.1 0.3745
H 3.245706 1.985678 -4.995856 -0.1 0.0 -0.1 0.3911
H -1.021294 1.567378 0.789144 0.3 -0.4 -0.1 0.5805
H 0.570106 -0.488922 3.433344 0.2 0.0 -0.4 0.4236
H -3.197094 1.344578 2.296144 0.0 0.0 -0.1 0.3996
H -0.108594 -0.481522 5.713044 0.0 0.0 -0.1 0.3693
H 0.166106 -2.153022 2.295244 -0.1 -0.1 -0.1 0.6909
H 2.177806 -0.191622 -6.147256 0.0 0.1 0.0 0.3957
H 2.733406 -2.259422 1.590844 0.1 0.0 0.1 0.3671
H -0.494794 0.039178 -6.039156 0.1 0.1 0.0 0.3894
H -1.794994 -0.012422 0.563444 0.2 0.3 0.2 0.5163
H 0.354106 -2.325222 -2.025556 0.0 0.0 -0.3 0.4906
```
Forces are in eV/Å.

Computed properties:
- E_tot (Ha) = -1165.05990
- F_max (eV/A) = 4.45